Entry 1:
{
  "formula": "CH7N2O2",
  "method": "the ωB97M-V functional and the def2-TZVPD basis",
  "homo_lumo_gap_ev": 11.444,
  "fmax_ev_per_a": 7.75,
  "total_charge": 1,
  "lumo_energy_ev": -3.51,
  "symbols": ["O", "O", "N", "N", "C", "H", "H", "H", "H", "H", "H", "H"],
  "coordinates": [[0.399, 0.180, -0.098], [0.812, 2.465, -1.101], [0.411, 2.380, 1.156], [-0.767, -1.921, -0.141], [0.552, 1.886, -0.018], [0.901, 1.870, -1.870], [-0.694, -2.081, -1.137], [0.535, 3.376, 1.328], [-0.430, -0.401, 0.063], [-0.047, -2.465, 0.317], [-1.675, -2.240, 0.171], [0.226, 1.767, 1.942]]
}

=====

Entry 2:
{
  "formula": "CH7N3O",
  "method": "the ωB97M-V functional and the def2-TZVPD basis",
  "homo_lumo_gap_ev": 10.286,
  "fmax_ev_per_a": 2.00,
  "smiles": "N=C(N)N.O",
  "lumo_energy_ev": 0.73,
  "symbols": ["O", "N", "N", "N", "C", "H", "H", "H", "H", "H", "H", "H"],
  "coordinates": [[1.311, 2.577, 0.769], [0.904, -0.355, 0.399], [-1.012, -1.653, 0.565], [-0.759, -0.215, -1.255], [-0.224, -0.717, -0.056], [-0.690, -2.118, 1.390], [1.546, 0.161, -0.178], [-0.225, 0.542, -1.656], [-1.932, -1.770, 0.183], [-0.643, -0.948, -1.959], [1.287, 1.610, 0.754], [0.437, 2.885, 1.045]]
}

=====

Entry 3:
{
  "formula": "CH7N3OP",
  "method": "the ωB97M-V functional and the def2-TZVPD basis",
  "homo_lumo_gap_ev": 9.712,
  "fmax_ev_per_a": 5.75,
  "total_charge": 1,
  "lumo_energy_ev": -4.05,
  "symbols": ["P", "O", "N", "N", "N", "C", "H", "H", "H", "H", "H", "H", "H"],
  "coordinates": [[2.607, 0.103, -0.602], [-1.303, 1.305, 0.597], [1.074, 0.242, 0.232], [-0.007, -0.386, -0.288], [-2.328, -0.249, -0.601], [-1.155, 0.194, -0.130], [-2.413, -1.099, -1.148], [3.227, 0.446, 0.624], [-0.105, -1.302, -0.705], [2.777, -1.180, -0.215], [-3.203, 0.269, -0.275], [-0.429, 1.690, 0.914], [1.259, -0.035, 1.595]]
}

=====

Entry 4:
{
  "formula": "CH7N4",
  "method": "the ωB97M-V functional and the def2-TZVPD basis",
  "homo_lumo_gap_ev": [7.571, 8.290],
  "fmax_ev_per_a": 4.36,
  "total_charge": 1,
  "lumo_energy_ev": [-5.38, -5.05],
  "symbols": ["N", "N", "N", "N", "C", "H", "H", "H", "H", "H", "H", "H"],
  "coordinates": [[2.162, 0.148, -0.179], [-1.937, -0.828, 0.543], [1.571, -0.481, 0.759], [-0.904, 0.725, -0.829], [-0.918, -0.150, 0.133], [-1.851, -1.310, 1.335], [2.272, -0.418, -1.035], [0.112, 1.112, -0.887], [1.406, -0.049, 1.682], [2.404, 1.107, 0.023], [-1.561, 0.917, -1.579], [-2.756, -0.773, 0.035]]
}

=====

Repeat the first record exactly.
{
  "formula": "CH7N2O2",
  "method": "the ωB97M-V functional and the def2-TZVPD basis",
  "homo_lumo_gap_ev": 11.444,
  "fmax_ev_per_a": 7.75,
  "total_charge": 1,
  "lumo_energy_ev": -3.51,
  "symbols": ["O", "O", "N", "N", "C", "H", "H", "H", "H", "H", "H", "H"],
  "coordinates": [[0.399, 0.180, -0.098], [0.812, 2.465, -1.101], [0.411, 2.380, 1.156], [-0.767, -1.921, -0.141], [0.552, 1.886, -0.018], [0.901, 1.870, -1.870], [-0.694, -2.081, -1.137], [0.535, 3.376, 1.328], [-0.430, -0.401, 0.063], [-0.047, -2.465, 0.317], [-1.675, -2.240, 0.171], [0.226, 1.767, 1.942]]
}